Formula: C50H38F9O19P
Source: OMol25
Level of theory: ωB97M-V/def2-TZVPD

```
117
Properties=species:S:1:pos:R:3:forces:R:3:mulliken_charge:R:1
C 0.535429 -1.251795 -2.362814 0.10 -0.60 -0.54 -0.827
O 1.002573 -0.010925 -2.868515 -0.28 0.21 0.16 -0.187
C 0.978944 1.025852 -1.902192 -0.89 -0.27 0.22 -1.125
C 0.479599 2.348552 -2.493132 0.29 -0.41 -0.12 0.123
O -0.888241 2.608033 -2.213422 0.12 -0.32 0.04 -0.503
C -1.774201 1.706721 -2.826710 -0.27 0.31 -0.74 -0.765
C -2.918859 1.455279 -1.859261 0.64 0.95 -1.14 1.218
F -3.420084 2.655536 -1.542297 -0.67 0.82 0.21 -0.335
F -2.414317 0.972292 -0.731945 0.18 -1.06 0.89 -0.288
C -4.118525 0.590117 -2.379447 1.34 -0.77 1.09 0.454
F -5.173497 1.323904 -2.572358 -1.25 1.25 -1.00 -0.304
F -4.444974 -0.228140 -1.369602 0.06 -0.86 0.71 -0.311
C -3.845997 -0.345193 -3.576296 -1.09 0.68 -0.46 0.564
F -2.806608 -1.106400 -3.342988 1.73 -0.43 0.36 -0.224
F -4.881986 -1.178394 -3.626943 -1.08 -0.32 -0.01 -0.248
C -3.740287 0.312244 -5.000392 0.57 -0.85 0.48 0.635
F -2.485344 0.245735 -5.414296 1.09 0.20 -0.12 -0.230
F -4.451938 -0.371079 -5.843443 -1.01 -0.86 -0.96 -0.260
F -4.136869 1.550981 -5.035638 -0.37 1.46 0.29 -0.244
P 1.003020 2.580177 -4.254307 0.11 0.85 -0.12 0.864
O 2.422080 2.846669 -4.272133 1.72 -0.15 0.29 -0.620
O 0.206012 3.870415 -4.787036 -0.78 -0.60 0.40 -0.527
O 0.594859 1.406200 -5.228852 -0.79 0.19 0.17 -0.525
H 0.404387 -1.909944 -3.216999 0.00 -0.03 -0.13 0.285
H -0.434409 -1.158362 -1.867519 0.05 0.16 0.19 0.341
H 1.264755 -1.744999 -1.722851 0.06 0.18 0.28 0.248
H 1.923501 1.143328 -1.370149 0.26 -0.03 -0.29 0.497
H 0.227726 0.753310 -1.153645 0.09 0.13 0.25 0.407
H 1.030437 3.117493 -1.956631 -0.04 0.36 -0.16 0.717
H -2.163058 2.192356 -3.728338 -0.20 -0.07 -0.01 0.342
H -1.320813 0.767596 -3.146299 0.17 -0.09 0.38 0.192
H 0.177286 4.537938 -4.085944 0.00 0.09 -0.27 0.366
H -0.019702 0.773175 -4.831410 0.23 -0.11 -0.15 0.368
O -2.582781 4.481146 3.170434 -0.20 -0.09 -0.16 -0.631
C -3.334324 3.531873 3.279995 -0.01 0.02 0.01 0.305
C -4.141195 3.329612 4.506618 -0.04 -0.01 0.05 -0.281
C -4.961780 2.289816 4.627849 0.03 0.07 0.03 -0.478
C -5.104755 1.289703 3.540453 -0.05 -0.06 0.02 0.129
O -5.853511 0.343506 3.649863 0.02 0.02 -0.01 -0.540
C -4.294765 1.493844 2.313655 0.06 0.03 -0.06 -0.245
C -3.474586 2.534343 2.193511 0.02 -0.04 -0.08 -0.332
H -4.023292 4.069173 5.288266 0.04 0.01 -0.02 0.453
H -5.558920 2.123543 5.515195 -0.01 -0.04 -0.02 0.418
H -4.410203 0.754442 1.530693 -0.02 -0.02 0.02 0.612
H -2.876690 2.700536 1.306100 0.01 0.03 0.01 0.503
O 1.967531 7.765816 5.756691 -0.02 -0.03 0.02 -0.556
C 1.361126 6.727389 5.908923 0.05 0.07 -0.04 0.327
C 1.537293 5.905330 7.132292 -0.03 -0.05 0.05 -0.411
C 0.874094 4.765060 7.298578 0.01 0.01 0.08 -0.269
C -0.070959 4.269033 6.269949 -0.06 0.16 0.09 0.362
O -0.679124 3.226104 6.422436 0.00 0.01 -0.02 -0.606
C -0.248652 5.086753 5.048052 0.10 -0.02 -0.04 -0.068
C 0.415346 6.227746 4.880675 -0.01 -0.05 0.02 -0.493
H 2.231362 6.284891 7.870975 0.02 0.03 -0.04 0.424
H 0.990610 4.150377 8.182327 -0.02 -0.03 -0.02 0.442
H -0.942245 4.705332 4.311218 0.07 0.08 0.09 0.418
H 0.299068 6.840208 3.995457 0.02 0.02 0.01 0.468
O -5.415951 -6.181047 -5.645742 -0.02 -0.11 -0.09 -0.484
C -6.254706 -5.308004 -5.567405 0.07 0.01 0.03 0.319
C -5.985602 -4.074204 -4.796011 0.07 0.09 0.06 -0.208
C -6.888875 -3.105447 -4.700841 -0.10 -0.03 -0.02 -0.357
C -8.211154 -3.216938 -5.364972 -0.05 -0.01 -0.02 0.185
O -9.034630 -2.332094 -5.281769 0.03 -0.03 -0.01 -0.542
C -8.483589 -4.457432 -6.137590 0.07 -0.08 -0.02 -0.454
C -7.575383 -5.426621 -6.232093 -0.08 0.02 -0.02 -0.443
H -5.015419 -4.008489 -4.318358 0.01 -0.03 -0.01 0.542
H -6.706034 -2.202072 -4.142330 -0.13 0.04 0.01 0.612
H -9.452884 -4.523506 -6.615037 -0.01 0.04 0.01 0.404
H -7.753116 -6.336097 -6.791786 0.03 -0.01 0.01 0.427
O 6.562530 0.973708 -6.120889 0.02 -0.05 0.00 -0.554
C 5.807859 0.175480 -5.607850 -0.02 0.08 0.00 0.299
C 4.775936 0.601944 -4.630968 0.04 0.01 0.03 -0.259
C 3.953135 -0.281073 -4.070214 0.14 0.08 0.03 0.085
C 4.029084 -1.722900 -4.397395 -0.07 0.03 0.05 0.331
O 3.275106 -2.527429 -3.885655 0.02 -0.01 0.00 -0.531
C 5.060236 -2.151481 -5.374159 0.05 -0.03 -0.06 -0.436
C 5.884420 -1.271651 -5.935677 -0.01 -0.08 -0.01 -0.410
H 4.729292 1.659548 -4.404447 -0.07 0.00 -0.05 0.463
H 3.194507 0.008380 -3.356534 -0.01 -0.03 -0.08 0.137
H 5.100469 -3.209831 -5.599560 -0.03 0.00 0.02 0.412
H 6.643164 -1.563141 -6.651020 0.01 0.04 0.00 0.409
O 3.787415 3.225838 5.897846 -0.01 -0.03 0.04 -0.519
C 3.534198 2.163602 5.364858 0.00 -0.02 -0.02 0.178
C 2.133126 1.735284 5.135915 0.00 0.01 -0.05 0.167
C 1.854798 0.571001 4.556320 -0.03 0.04 0.01 -0.551
C 2.933951 -0.347044 4.113293 0.01 -0.08 -0.02 0.298
O 2.678054 -1.407316 3.582361 -0.01 0.04 0.00 -0.566
C 4.335099 0.083470 4.343388 -0.01 0.05 0.05 -0.367
C 4.614360 1.248911 4.922868 -0.02 0.01 -0.04 -0.599
H 1.359792 2.415011 5.463783 0.02 -0.09 0.00 0.201
H 0.838696 0.240035 4.381245 0.01 -0.03 0.00 0.489
H 5.108915 -0.598887 4.014269 -0.02 -0.01 -0.02 0.462
H 5.630081 1.580845 5.097987 -0.12 0.03 -0.07 0.804
O 7.817691 0.178685 10.879348 0.00 0.00 -0.03 -0.536
C 7.758397 0.460074 9.702528 0.00 -0.01 0.09 0.339
C 6.918564 1.584785 9.219686 -0.02 0.03 -0.06 -0.412
C 6.852550 1.891412 7.926792 -0.07 0.05 0.04 -0.227
C 7.617186 1.122341 6.915409 0.03 0.06 0.02 0.514
O 7.555046 1.406077 5.735798 0.22 -0.09 0.08 -0.607
C 8.456234 -0.001425 7.394856 0.04 -0.04 0.02 -0.429
C 8.522535 -0.308258 8.687476 0.02 -0.02 -0.07 -0.376
H 6.369278 2.133507 9.973994 0.02 -0.03 0.03 0.417
H 6.244630 2.707539 7.553368 0.00 -0.02 -0.04 0.501
H 9.004904 -0.549713 6.639570 -0.01 0.03 -0.03 0.418
H 9.129352 -1.124056 9.059035 -0.01 0.01 0.04 0.404
O -1.017955 -4.616597 -3.984489 -0.04 0.02 0.05 -0.509
C -1.207971 -5.798080 -3.777206 0.01 0.03 -0.04 0.322
C -2.216225 -6.562591 -4.550458 0.01 0.02 -0.04 -0.280
C -2.428669 -7.854958 -4.319954 -0.02 0.03 -0.03 -0.356
C -1.662795 -8.587803 -3.281860 -0.03 -0.08 -0.01 0.346
O -1.853460 -9.766413 -3.071989 0.02 0.03 0.01 -0.550
C -0.652243 -7.822299 -2.508499 0.03 0.07 0.02 -0.370
C -0.441423 -6.529218 -2.738638 0.04 -0.04 0.05 -0.335
H -2.765925 -6.012728 -5.303275 -0.03 0.00 0.02 0.444
H -3.162370 -8.427726 -4.872609 -0.01 -0.01 0.02 0.445
H -0.104217 -8.373640 -1.755043 -0.02 -0.04 -0.01 0.405
H 0.290470 -5.953472 -2.186073 0.00 0.03 -0.03 0.441
```
Forces are in eV/Å.

Output
Orbital gap (eV): 8.1
E (eV): -125108.12562